Record 1
C6H6N2O2 | ωB97M-V with the def2-TZVPD basis set

**SMILES**: O=c1cc[nH]c(=O)[nH]1.C#C
**Orbital gap**: 0.3664 Eh
**E**: -13392.424 eV
**LUMO**: 0.0199 Eh
**Energy relative to the best compared isomer or geometry (same formula, charge and spin)**: 2.2030 eV

Bonds (Å) are listed after each position.
Element x y z (Å)
1 C -2.957 -0.298 -0.058  C2 1.228, H7 1.010
2 C -3.008 0.928 -0.115  C1 1.228, H8 1.090
3 C 0.731 1.270 0.028  C4 1.452, N13 1.415, O15 1.221
4 C 2.089 0.757 -0.024  C3 1.452, C5 1.350, H10 1.103
5 C 2.282 -0.579 -0.055  C4 1.350, H11 1.103, N14 1.361
6 C -0.078 -1.029 0.088  N13 1.375, N14 1.400, O16 1.231
7 H -2.839 -1.300 -0.106  C1 1.010
8 H -3.136 1.980 -0.374  C2 1.090
9 H -1.199 0.778 0.604  N13 1.078
10 H 2.949 1.442 -0.110  C4 1.103
11 H 3.335 -0.906 -0.068  C5 1.103
12 H 1.344 -2.424 -0.169  N14 0.976
13 N -0.268 0.313 0.323  C3 1.415, C6 1.375, H9 1.078
14 N 1.243 -1.455 -0.101  C5 1.361, C6 1.400, H12 0.976
15 O 0.426 2.452 0.029  C3 1.221
16 O -0.917 -1.930 0.107  C6 1.231


Record 2
C6H6N2O2S4 | ωB97M-V with the def2-TZVPD basis set

**SMILES**: O=C1CSC(=S)N1.O=C1CSC(S)=N1
**Orbital gap**: 0.3142 Eh
**E**: -56735.319 eV
**LUMO**: -0.0195 Eh
**Energy relative to the best compared isomer or geometry (same formula, charge and spin)**: 0.9015 eV

Bonds (Å) are listed after each position.
Element x y z (Å)
1 C -1.037 1.282 -0.933  C4 1.535, N7 1.316, O9 1.225
2 C 0.002 -0.603 1.719  C5 1.508, N8 1.413, O10 1.243
3 C 0.622 -2.014 0.040  N8 1.307, S11 1.728, S12 1.708
4 C -0.445 2.382 -0.040  C1 1.535, S13 1.777, H15 1.033, H16 1.100
5 C -0.809 -1.822 2.080  C2 1.508, S12 1.818, H17 1.103, H18 1.185
6 C 1.175 1.444 -1.755  N7 1.408, S13 1.784, S14 1.602
7 N -0.119 0.889 -1.790  C1 1.316, C6 1.408, H19 1.013
8 N 0.722 -0.803 0.520  C2 1.413, C3 1.307
9 O -2.204 0.926 -0.830  C1 1.225
10 O -0.075 0.509 2.270  C2 1.243
11 S 1.363 -2.553 -1.425  C3 1.728, H20 1.300
12 S -0.371 -3.119 0.883  C3 1.708, C5 1.818
13 S 1.194 2.793 -0.588  C4 1.777, C6 1.784
14 S 2.384 0.920 -2.666  C6 1.602
15 H -1.094 3.168 0.125  C4 1.033
16 H -0.425 1.834 0.914  C4 1.100
17 H -0.761 -2.189 3.119  C5 1.103
18 H -1.953 -1.518 2.099  C5 1.185
19 H -0.460 0.114 -2.347  N7 1.013
20 H 2.291 -1.643 -1.393  S11 1.300


Record 3
C6H6N2O2S4 | ωB97M-V with the def2-TZVPD basis set

**SMILES**: O=C1CSC(=S)N1.O=C1CSC(S)=N1
**Orbital gap**: 0.3232 Eh
**E**: -56736.221 eV
**LUMO**: -0.0049 Eh
**Energy relative to the best compared isomer or geometry (same formula, charge and spin)**: 0.0000 eV

Bonds (Å) are listed after each position.
Element x y z (Å)
1 C 1.942 -0.300 -1.028  C4 1.514, N7 1.375, O9 1.198
2 C -1.173 0.667 0.364  C5 1.542, N8 1.363, O10 1.204
3 C -2.815 -0.773 -0.082  N8 1.286, S11 1.712, S12 1.756
4 C 2.566 -0.351 0.350  C1 1.514, S13 1.809, H15 1.090, H16 1.090
5 C -2.363 1.649 0.326  C2 1.542, S12 1.798, H17 1.090, H18 1.089
6 C 0.879 -2.218 -0.152  N7 1.359, S13 1.734, S14 1.635
7 N 1.055 -1.341 -1.175  C1 1.375, C6 1.359, H19 1.012
8 N -1.553 -0.616 0.109  C2 1.363, C3 1.286
9 O 2.189 0.502 -1.884  C1 1.198
10 O -0.045 1.020 0.593  C2 1.204
11 S -3.516 -2.304 -0.396  C3 1.712, H20 1.346
12 S -3.826 0.661 -0.013  C3 1.756, C5 1.798
13 S 1.874 -1.789 1.202  C4 1.809, C6 1.734
14 S -0.089 -3.533 -0.229  C6 1.635
15 H 3.651 -0.435 0.290  C4 1.090
16 H 2.300 0.555 0.897  C4 1.090
17 H -2.464 2.162 1.282  C5 1.090
18 H -2.211 2.389 -0.458  C5 1.089
19 H 0.520 -1.450 -2.027  N7 1.012
20 H -2.341 -2.959 -0.337  S11 1.346


Record 4
C6H6N2O3S | ωB97M-V with the def2-TZVPD basis set

**Orbital gap (spin up / spin down)**: 0.2178 / 0.2181 Eh
**E**: -26266.870 eV
**LUMO (spin up / spin down)**: -0.1488 / -0.1486 Eh
**Energy relative to the best compared isomer or geometry (same formula, charge and spin)**: 10.4404 eV

Bonds (Å) are listed after each position.
Element x y z (Å)
1 C 2.763 -2.659 0.036  N7 1.138
2 C 2.057 0.254 -0.128  C3 1.369, S12 1.792
3 C 0.798 -0.212 0.142  C2 1.369, C4 1.486, O10 1.344
4 C -0.104 0.968 0.198  C3 1.486, N8 1.317, O11 1.309
5 C -0.628 -2.007 -0.496  O10 1.452, H13 1.027, H14 1.054, H15 1.153
6 C -2.430 1.665 0.307  O11 1.439, H16 1.110, H17 1.011, H18 1.086
7 N 3.517 -3.462 0.321  C1 1.138
8 N 0.489 2.141 0.286  C4 1.317, S12 1.691
9 O 2.746 2.873 -0.339  S12 1.450
10 O 0.427 -1.487 0.355  C3 1.344, C5 1.452
11 O -1.381 0.701 0.100  C4 1.309, C6 1.439
12 S 2.141 1.907 0.557  C2 1.792, N8 1.691, O9 1.450
13 H -0.743 -3.003 -0.272  C5 1.027
14 H -0.291 -1.973 -1.494  C5 1.054
15 H -1.572 -1.347 -0.548  C5 1.153
16 H -2.824 1.652 1.345  C6 1.110
17 H -3.065 1.408 -0.436  C6 1.011
18 H -1.899 2.581 0.065  C6 1.086


Record 5
C6H6N2O4 | ωB97M-V with the def2-TZVPD basis set

**SMILES**: O=[N+]([O-])C1([N+](=O)[O-])C=CC=CC1
**Orbital gap**: 0.3384 Eh
**E**: -17481.417 eV
**LUMO**: -0.0155 Eh
**Energy relative to the best compared isomer or geometry (same formula, charge and spin)**: 6.7538 eV

Bonds (Å) are listed after each position.
Element x y z (Å)
1 C -1.374 1.025 -1.391  C2 1.448, C3 1.322, H13 1.113
2 C -1.926 0.408 -0.202  C1 1.448, C4 1.381, H14 1.058
3 C -0.064 1.062 -1.562  C1 1.322, C5 1.464, H15 1.141
4 C -1.162 -0.268 0.728  C2 1.381, C6 1.537, H16 1.138
5 C 1.058 0.714 -0.689  C3 1.464, C6 1.789, H17 1.123, H18 1.142
6 C 0.355 -0.404 0.519  C4 1.537, C5 1.789, N7 1.513, N8 1.516
7 N 0.779 -1.823 0.212  C6 1.513, O9 1.199, O11 1.223
8 N 1.003 -0.256 1.881  C6 1.516, O10 1.190, O12 1.185
9 O -0.030 -2.697 0.071  N7 1.199
10 O 0.923 -1.241 2.544  N8 1.190
11 O 1.989 -1.937 0.072  N7 1.223
12 O 1.380 0.802 2.260  N8 1.185
13 H -2.024 1.294 -2.254  C1 1.113
14 H -2.946 0.551 0.040  C2 1.058
15 H 0.291 1.425 -2.585  C3 1.141
16 H -1.592 -0.431 1.769  C4 1.138
17 H 1.873 0.076 -1.126  C5 1.123
18 H 1.467 1.700 -0.285  C5 1.142


Record 6
C6H6N2OS | ωB97M-V with the def2-TZVPD basis set

**SMILES**: N#Cc1cscn1.C=CO
**Orbital gap**: 0.3341 Eh
**E**: -22179.949 eV
**LUMO**: 0.0031 Eh
**Energy relative to the best compared isomer or geometry (same formula, charge and spin)**: 1.5603 eV

Bonds (Å) are listed after each position.
Element x y z (Å)
1 C 1.769 -0.684 1.274  C3 1.351, S10 1.695, H11 1.086
2 C 2.226 0.684 -0.721  N7 1.271, S10 1.831, H12 1.047
3 C 1.124 -1.050 0.145  C1 1.351, C5 1.393, N7 1.381
4 C -2.030 1.347 0.013  C6 1.360, O9 1.377, H13 1.059
5 C 0.242 -2.124 0.052  C3 1.393, N8 1.137
6 C -1.927 0.608 -1.124  C4 1.360, H14 1.051, H15 1.078
7 N 1.384 -0.241 -0.945  C2 1.271, C3 1.381
8 N -0.408 -3.058 0.063  C5 1.137
9 O -1.974 0.813 1.280  C4 1.377, H16 0.956
10 S 2.780 0.653 1.024  C1 1.695, C2 1.831
11 H 1.934 -1.301 2.153  C1 1.086
12 H 2.744 1.365 -1.325  C2 1.047
13 H -2.058 2.391 -0.165  C4 1.059
14 H -1.698 -0.394 -0.901  C6 1.051
15 H -1.887 1.101 -2.081  C6 1.078
16 H -2.222 -0.110 1.260  O9 0.956


Question: Among the records above, which one has the lowest energy relative to the best compared isomer or geometry (same formula, charge and spin)?
Answer: number 3